ORCA calculation (ωB97M-V/def2-TZVPD) on a 8-piece molecular cluster, C48H88BO26 overall at a distorted geometry.

XYZ file:
```
163
Properties=species:S:1:pos:R:3:forces:R:3:mulliken_charge:R:1
C -0.089095 4.614702 3.975549 0.8 -0.2 -0.2 -0.521
C 1.502558 4.491935 3.533463 -0.1 -0.6 -0.1 -0.344
C 1.781249 2.963509 2.954679 -0.2 0.9 0.0 0.206
C 1.219598 2.879265 1.412631 1.2 0.6 0.1 0.280
C 1.703881 1.532647 0.599482 -0.1 1.5 -2.3 0.848
C 3.137137 0.829936 0.968033 0.7 0.3 1.6 -0.149
C 4.461754 1.679300 0.408733 0.3 -1.7 0.4 0.032
C 5.813062 1.098912 1.205980 -0.9 0.3 0.0 -1.082
O 4.408513 3.116182 0.718512 0.9 -0.5 -2.4 -0.149
C 4.892197 3.949900 -0.392588 -0.8 1.7 -0.6 -0.722
C 3.627719 4.904428 -0.925922 -2.6 2.1 -1.0 0.767
C 3.092568 6.110445 0.102454 -1.9 -1.3 -4.7 -0.449
C 1.818733 7.012628 -0.400651 1.3 -2.6 -2.0 -0.292
C 1.075634 6.773576 -1.867474 3.1 -2.4 0.8 -0.514
C 1.627140 5.604921 -2.914083 2.1 0.8 4.3 -0.213
C 2.910887 4.682876 -2.419551 -1.2 2.7 2.4 -0.316
O 1.982513 2.063820 -0.776434 -0.6 -1.0 1.9 -0.032
B 1.562024 1.029192 -1.786361 0.6 0.6 0.9 0.976
O 0.879844 -0.039791 -1.025060 -1.1 0.0 2.5 -0.695
C 0.403036 0.616780 0.205892 1.0 -0.2 -1.2 -0.486
C -0.180511 -0.497289 1.255612 0.0 0.4 0.0 -0.591
C -0.537399 0.067315 2.751142 0.2 -1.9 0.6 -0.395
O -1.261340 1.345608 2.786489 -2.5 -1.3 -2.3 -0.119
C -2.442315 1.352609 1.911325 0.5 5.1 -4.6 0.634
C -3.657562 0.253548 1.886033 0.0 0.4 -0.2 -0.754
O -2.512745 2.374546 1.014423 0.2 -6.5 6.1 -0.567
H -0.466002 3.520530 4.166969 0.5 2.2 -0.4 0.053
H -0.659231 5.073071 3.051616 0.9 -0.9 2.1 0.101
H -0.228525 5.250201 4.966369 0.2 -1.2 -2.2 0.276
H 1.728639 5.290786 2.698885 -0.4 -1.7 1.6 0.017
H 2.252900 4.681105 4.413467 -1.6 -0.3 -1.4 0.372
H 2.938536 2.740806 3.027511 -2.3 0.5 -0.5 0.117
H 1.250511 2.203300 3.674576 0.9 1.4 -1.3 -0.124
H 0.047625 3.060636 1.317085 2.5 -0.7 0.4 0.067
H 1.715407 3.798864 0.834953 -1.0 -2.2 1.2 -0.493
H 3.261082 -0.268359 0.547145 -0.6 2.5 0.6 -0.661
H 3.306747 0.757358 2.146270 -0.5 0.0 -2.3 0.299
H 4.525927 1.424935 -0.739942 -0.1 0.9 2.2 0.243
H 6.817771 1.548801 0.758880 -2.2 -1.0 0.9 0.315
H 5.694618 1.415581 2.351298 0.4 -0.7 -2.5 0.209
H 5.798143 -0.067406 1.123480 0.2 2.1 0.2 0.207
H 5.724877 4.729444 -0.042480 -1.8 -1.8 -0.3 0.286
H 5.361408 3.361954 -1.289881 -1.1 0.8 1.7 0.361
H 3.641807 6.206668 1.133757 -1.4 0.0 -2.2 0.304
H 1.411214 7.854208 0.310072 0.8 -1.8 -1.6 0.277
H 0.133619 7.431750 -2.175525 2.3 -1.6 0.8 0.245
H 1.116867 5.440645 -3.964478 1.2 0.3 2.5 0.264
H 3.347343 3.838872 -3.128523 -1.2 1.9 1.8 0.081
H 2.478527 0.534630 -2.363210 1.1 -0.5 -0.4 -0.495
H 0.919959 1.585828 -2.605415 -1.1 0.5 -0.8 -0.467
H -0.371193 1.407794 -0.204631 1.1 -1.5 1.5 0.236
H -1.159812 -0.956722 0.809009 1.8 0.8 0.7 0.176
H 0.587572 -1.380201 1.397937 -1.4 1.8 -0.4 0.167
H 0.422648 0.166292 3.447772 -2.1 0.2 -1.7 0.281
H -1.233671 -0.745274 3.274269 1.4 1.5 -1.0 0.111
H -4.663860 0.872361 1.718781 2.4 -1.3 0.6 0.327
H -3.563610 -0.425049 0.908338 0.1 1.5 2.3 0.266
H -3.721652 -0.389910 2.867294 0.2 1.3 -2.2 0.044
C -8.905357 -3.221401 5.071190 0.0 0.3 0.0 -1.161
C -7.662994 -4.088657 5.177817 -0.6 -0.2 0.2 0.131
O -6.524346 -3.415513 4.627664 0.8 0.7 0.6 -0.363
C -5.960995 -2.471614 5.422334 -0.3 0.1 0.1 0.696
O -6.328938 -2.164318 6.544924 0.6 -0.4 -1.4 -0.563
O -4.931267 -1.908694 4.741968 -0.8 -0.6 0.5 -0.276
C -4.306812 -0.828638 5.431770 0.3 0.4 0.3 -0.417
H -9.057362 -2.890294 4.038944 0.0 -0.2 0.1 0.294
H -9.790860 -3.770576 5.403344 0.1 0.0 -0.1 0.372
H -8.811656 -2.318742 5.683019 0.0 -0.2 0.0 0.309
H -7.807006 -5.001694 4.589824 0.3 0.3 0.0 0.299
H -7.472060 -4.397816 6.211686 0.1 0.2 -0.2 0.091
H -4.005828 -1.121269 6.442883 -0.2 0.1 -0.2 0.366
H -4.982989 0.031222 5.463296 0.1 -0.1 0.1 0.341
H -3.409433 -0.543420 4.875576 -0.2 -0.2 0.0 -0.053
C -2.932356 9.668038 3.433231 0.0 0.4 0.1 -1.211
C -1.689993 8.800782 3.539858 -0.7 -0.3 0.2 -0.032
O -0.551346 9.473926 2.989705 0.8 0.8 0.6 -0.296
C 0.012005 10.417825 3.784376 -0.5 -0.1 0.2 0.719
O -0.355937 10.725121 4.906966 0.6 -0.4 -1.4 -0.571
O 1.041734 10.980745 3.104009 -0.7 -0.5 0.5 -0.301
C 1.666188 12.060801 3.793811 0.3 0.4 0.2 -0.646
H -3.084362 9.999145 2.400986 0.0 -0.2 0.1 0.301
H -3.817859 9.118863 3.765386 0.1 0.0 -0.1 0.368
H -2.838656 10.570697 4.045060 0.0 -0.2 0.0 0.325
H -1.834005 7.887745 2.951866 0.3 0.3 0.0 0.243
H -1.499059 8.491623 4.573728 0.1 0.2 -0.2 0.297
H 1.967172 11.768170 4.804925 -0.2 0.1 -0.2 0.291
H 0.990011 12.920661 3.825338 0.1 -0.2 0.2 0.287
H 2.563568 12.346019 3.237618 -0.3 -0.3 -0.1 0.224
C 6.640161 -3.722233 5.447540 0.1 -0.1 -0.3 -1.106
C 5.191805 -3.299984 5.623429 0.3 -0.3 0.4 -0.178
O 4.743472 -2.539214 4.495361 -0.5 -0.4 -0.7 -0.294
C 4.422741 -3.260309 3.392200 0.1 -0.2 -0.3 0.534
O 4.472816 -4.475510 3.288270 -0.1 1.5 0.2 -0.584
O 4.060461 -2.393592 2.413592 0.3 -0.7 1.2 -0.063
C 3.786424 -3.019142 1.162240 -0.2 -0.2 -0.7 -0.517
H 7.271990 -2.854137 5.234306 -0.1 0.0 0.2 0.286
H 7.010654 -4.220065 6.348057 -0.1 0.1 -0.1 0.367
H 6.752129 -4.410568 4.603995 -0.1 0.0 0.2 0.303
H 5.108435 -2.647904 6.499758 -0.1 0.1 -0.4 0.292
H 4.537068 -4.161059 5.798904 0.1 0.1 -0.2 0.300
H 3.056164 -3.827481 1.271253 0.3 0.1 0.1 0.352
H 4.716311 -3.394660 0.724218 -0.2 -0.1 0.1 0.334
H 3.366475 -2.265570 0.490106 0.1 0.0 0.3 0.014
C 0.664260 -1.435993 -3.852067 0.2 0.0 -0.2 -0.152
C 0.447017 -2.791526 -3.202218 0.3 1.1 0.5 -0.069
O -0.062464 -3.734981 -4.152287 0.7 -1.3 -1.1 -0.373
C 0.853149 -4.263917 -5.001811 0.2 0.9 0.6 0.693
O 2.048378 -4.016391 -5.015259 -1.5 -0.6 -0.1 -0.556
O 0.205047 -5.098114 -5.852810 0.4 0.3 0.5 -0.353
C 1.041897 -5.652956 -6.864800 0.1 -0.2 -0.3 -0.632
H -0.249358 -1.095928 -4.349989 0.0 -0.1 0.2 0.313
H 0.962052 -0.692579 -3.107293 -0.2 -0.3 -0.3 -0.409
H 1.443662 -1.485020 -4.618903 0.0 -0.1 0.2 0.332
H -0.306133 -2.697995 -2.412200 0.0 -0.2 -0.3 0.157
H 1.362813 -3.166849 -2.731717 -0.1 0.0 -0.3 0.280
H 1.927444 -6.130602 -6.433248 -0.1 0.2 -0.1 0.319
H 1.331133 -4.872604 -7.575406 0.1 -0.1 0.2 0.270
H 0.468208 -6.414225 -7.400841 -0.1 0.2 0.2 0.261
C -0.436835 2.829432 -9.467981 0.3 0.0 -0.1 -1.084
C -0.944186 3.856363 -8.470497 -0.3 -0.2 -0.5 -0.202
O 0.024823 4.086884 -7.440842 0.8 0.8 -0.1 -0.286
C 1.059911 4.895021 -7.780427 0.1 -0.1 -0.3 0.652
O 1.223316 5.437756 -8.861518 -0.2 -0.6 1.4 -0.581
O 1.897694 4.975283 -6.716567 -0.9 0.0 -0.8 -0.174
C 3.083458 5.724258 -6.972090 0.5 0.3 0.0 -0.696
H -0.126719 1.913559 -8.954880 -0.2 0.1 0.0 0.287
H -1.212216 2.583331 -10.198906 0.0 0.0 0.1 0.358
H 0.438886 3.201835 -10.008664 -0.2 0.1 0.1 0.304
H -1.844055 3.470380 -7.979207 0.3 0.1 0.2 0.299
H -1.222827 4.795418 -8.961879 0.3 -0.1 0.1 0.303
H 2.850788 6.715751 -7.373812 0.0 -0.3 -0.1 0.320
H 3.730445 5.170675 -7.659492 -0.1 0.2 0.0 0.311
H 3.614621 5.853696 -6.024935 -0.3 -0.2 0.0 0.191
C -4.373765 -9.341006 7.523516 0.0 0.3 -0.2 -1.075
C -5.332693 -9.468850 8.694446 0.1 -0.5 -0.5 -0.154
O -5.254248 -8.317870 9.543800 -0.6 0.9 0.0 -0.360
C -5.908370 -7.215847 9.099408 0.0 0.0 -0.4 0.756
O -6.552095 -7.130118 8.065827 0.8 -0.1 1.4 -0.565
O -5.701502 -6.215300 9.991724 -0.2 -1.0 -0.6 -0.338
C -6.260704 -4.965210 9.595669 -0.2 0.6 -0.1 -0.586
H -3.358561 -9.134351 7.876963 -0.1 -0.2 0.0 0.291
H -4.364128 -10.258678 6.928688 0.0 0.1 0.1 0.350
H -4.656678 -8.510610 6.869060 -0.1 -0.2 0.1 0.301
H -5.047211 -10.333344 9.303759 0.0 0.4 0.2 0.289
H -6.362210 -9.637002 8.358677 0.2 0.2 0.0 0.292
H -7.321635 -5.064013 9.344194 0.3 -0.1 -0.1 0.281
H -5.698768 -4.559637 8.748729 -0.2 -0.1 0.0 0.267
H -6.170326 -4.270853 10.435723 0.1 -0.4 0.0 0.245
C -0.736835 -9.200516 -13.025063 0.3 0.0 -0.1 -1.086
C -1.244186 -8.173585 -12.027579 -0.4 -0.2 -0.5 -0.189
O -0.275177 -7.943065 -10.997924 0.8 0.8 0.0 -0.333
C 0.759911 -7.134927 -11.337508 0.1 0.0 -0.5 0.737
O 0.923316 -6.592192 -12.418600 -0.2 -0.7 1.5 -0.561
O 1.597694 -7.054665 -10.273649 -0.9 -0.1 -0.7 -0.283
C 2.783458 -6.305691 -10.529172 0.5 0.3 0.0 -0.708
H -0.426719 -10.116389 -12.511961 -0.2 0.1 0.0 0.290
H -1.512216 -9.446618 -13.755988 0.0 0.0 0.1 0.355
H 0.138886 -8.828114 -13.565746 -0.2 0.1 0.0 0.306
H -2.144055 -8.559568 -11.536289 0.3 0.1 0.2 0.291
H -1.522827 -7.234530 -12.518961 0.3 -0.1 0.1 0.308
H 2.550788 -5.314197 -10.930894 0.0 -0.3 0.0 0.325
H 3.430445 -6.859273 -11.216574 -0.1 0.2 0.0 0.332
H 3.314621 -6.176252 -9.582017 -0.3 -0.2 -0.1 0.222
```
Forces are in eV/Å.

As for the total charge: -1. The calculation puts the max |F| at 8.91 eV/A. The calculation puts the HOMO energy at -4.014 eV. Its lowest unoccupied orbital energy is 0.0652 Eh. For the frontier orbital gap, the calculation gives 5.8 eV.